109
Properties=species:S:1:pos:R:3:lowdin_charge:R:1 method="wB97M-V/def2-TZVPD" energy_ha=-6163.06173 homo_ha=-0.2938
Ga -1.40202 0.40759 -0.80146 0.446
S -1.99748 1.85021 3.42933 1.042
C -1.76417 3.09111 2.29325 -0.433
C -1.77638 2.65864 0.98906 -0.216
C -1.87767 1.23755 0.91374 -0.289
C -2.03778 0.67500 2.16164 -0.537
C -2.04873 -0.75364 2.49254 -0.300
C -2.49220 -1.21487 3.77404 -0.032
C -2.61675 -2.55272 3.98636 -0.077
C -2.23762 -3.42289 3.00053 -0.070
C -1.70974 -2.94135 1.83553 -0.123
N -1.66769 -1.62082 1.53122 0.121
H -1.62481 4.14518 2.63546 0.085
H -1.55637 3.24611 0.07720 0.102
H -2.74283 -0.46543 4.53249 0.091
H -3.11329 -2.93227 4.88491 0.119
H -2.43511 -4.50212 3.01739 0.121
H -1.34734 -3.60412 1.08802 0.091
C 7.07912 3.61133 -0.41940 -0.363
S 6.20848 2.68561 -1.81304 0.795
C 5.49787 1.28882 -1.03902 -0.588
C 4.20153 1.57870 -0.31168 -0.231
C 3.46489 0.23133 -0.01859 -0.205
N 1.98862 0.33060 0.23967 -0.446
P 1.32655 0.78993 1.78136 1.093
C 2.19919 -0.35008 2.90420 -0.350
C 1.36871 -1.47612 3.14915 -0.105
C 1.83303 -2.58317 3.86087 -0.046
C 3.15119 -2.53957 4.41493 -0.077
C 3.89894 -1.41807 4.25701 -0.114
C 3.47470 -0.36575 3.47210 -0.105
C 1.94149 2.57002 1.90043 -0.328
C 2.36104 3.28877 3.01596 -0.080
C 2.52150 4.67309 2.89677 -0.079
C 2.37522 5.33422 1.68199 -0.093
C 1.98505 4.62713 0.57238 -0.082
C 1.73283 3.26050 0.69115 -0.140
P 0.88784 -0.45620 -0.80817 1.027
C 1.58156 0.02866 -2.40754 -0.313
C 1.43557 1.39159 -2.77896 -0.104
C 2.09319 1.83910 -3.92768 -0.060
C 2.76663 0.96904 -4.75758 -0.068
C 2.84688 -0.38603 -4.42364 -0.067
C 2.24525 -0.82961 -3.27369 -0.078
C 1.13744 -2.22837 -0.77017 -0.364
C 2.11445 -2.82192 -0.04442 -0.114
C 2.26442 -4.18318 0.05292 -0.060
C 1.27455 -4.99909 -0.57043 -0.045
C 0.24634 -4.39219 -1.34404 -0.058
C 0.20711 -3.02187 -1.38853 -0.124
H 7.48524 4.47068 -0.90756 0.002
H 7.80378 2.96683 0.10627 0.032
H 6.36875 3.90916 0.42668 0.050
H 6.24132 0.85047 -0.36987 0.084
H 5.41380 0.59581 -1.90205 0.077
H 3.55481 2.14101 -0.94973 0.070
H 4.44501 2.16571 0.61527 0.122
H 3.76611 -0.25984 0.93679 0.099
H 3.61029 -0.48672 -0.78396 0.083
H 0.39898 -1.54289 2.65015 0.063
H 1.23971 -3.44052 3.96479 0.084
H 3.50574 -3.46877 4.87968 0.110
H 4.85658 -1.31207 4.79938 0.117
H 4.09068 0.52268 3.38109 0.104
H 2.66868 2.84464 3.95230 0.101
H 2.75168 5.28989 3.69063 0.076
H 2.62534 6.36474 1.62107 0.094
H 1.87694 5.10897 -0.43572 0.124
H 1.46490 2.63901 -0.20745 0.087
H 0.81811 2.01995 -2.22252 0.047
H 2.02559 2.83765 -4.26213 0.097
H 3.14320 1.34432 -5.70682 0.110
H 3.31364 -1.08292 -5.09616 0.104
H 2.33082 -1.87357 -2.98856 0.110
H 2.75130 -2.18117 0.52984 0.085
H 3.07755 -4.69848 0.58295 0.110
H 1.31619 -6.10599 -0.42571 0.112
H -0.47210 -4.97054 -1.92538 0.114
H -0.59596 -2.60846 -1.99632 0.092
C -1.51425 1.55408 -2.51335 -0.152
C -3.00681 1.49841 -2.79558 -0.317
C -3.76250 2.57486 -2.29283 -0.034
C -5.20773 2.52452 -2.43826 -0.078
C -5.81395 1.44740 -3.09101 -0.110
C -5.03637 0.34685 -3.53209 -0.067
C -3.65827 0.44273 -3.38549 -0.086
H -1.15429 2.57790 -2.52307 0.061
H -0.93617 1.06188 -3.28409 0.054
H -3.28707 3.33443 -1.69788 0.093
H -5.84604 3.24730 -1.95102 0.091
H -6.92352 1.46330 -3.13559 0.108
H -5.48640 -0.38042 -4.20720 0.112
H -3.11817 -0.38518 -3.81130 0.119
O -3.53334 -4.93489 0.15391 -0.311
S -3.99961 -4.15637 -0.97099 0.612
O -4.60538 -4.86455 -2.02005 -0.287
N -2.83039 -3.18777 -1.57223 -0.010
C -3.06451 -1.88417 -1.29536 -0.453
O -2.14812 -1.10234 -1.53452 -0.049
C -4.39223 -1.57355 -0.66182 -0.129
C -4.97367 -0.36630 -0.41950 -0.022
C -6.28878 -0.31337 0.05063 -0.059
C -6.95812 -1.48285 0.29668 -0.071
C -6.39918 -2.71678 -0.04477 -0.036
C -5.09735 -2.76778 -0.46195 -0.164
H -4.49169 0.59157 -0.72050 0.109
H -6.70925 0.67956 0.31834 0.125
H -7.90175 -1.41591 0.79060 0.100
H -6.99501 -3.60057 0.15784 0.121